# 1
46
Properties=species:S:1:pos:R:3:forces:R:3 method="wB97M-V/def2-TZVPD" charge=0 relative_energy_kj_mol=15.92 spin_multiplicity=1 homo_energy_ev=-8.35
O -8.266709 -0.391191 2.426522 0.0 0.0 0.0
C -7.578301 -1.308669 2.060330 -0.1 0.0 0.1
O -8.101621 -2.502435 1.708911 0.0 0.1 0.0
C -6.100349 -1.267222 1.952501 0.0 -0.1 -0.1
C -5.355601 -2.385592 1.510517 0.0 -0.2 -0.1
C -3.999478 -2.314284 1.422467 0.0 0.0 0.0
C -3.314686 -1.124426 1.769706 -0.1 0.1 0.0
C -1.907353 -1.017095 1.685480 0.0 -0.1 -0.1
C -1.278395 0.143147 2.027890 0.1 0.0 0.1
C 0.224543 0.217617 2.010205 0.0 -0.2 -0.1
O 0.881735 0.119562 3.026312 0.0 0.2 0.1
N 0.755840 0.364032 0.762730 -0.2 0.0 0.0
C 2.100783 0.446420 0.410578 -0.1 0.0 0.1
C 3.157489 0.388172 1.255401 0.3 0.0 0.1
C 4.476679 0.491534 0.726661 -0.2 0.0 0.0
C 4.644768 0.645188 -0.599322 0.1 0.0 -0.1
N 3.579281 0.703485 -1.460558 -0.1 0.0 0.1
C 3.812132 0.866987 -2.892505 0.2 0.1 -0.3
C 4.600811 -0.283032 -3.511427 0.0 -0.1 0.1
C 4.927605 0.157469 -4.925233 0.0 0.0 0.0
S 5.396593 1.916122 -4.806823 0.0 0.0 0.0
C 4.536079 2.178339 -3.226264 0.0 0.1 0.1
C 2.271397 0.608941 -1.026648 0.0 0.0 0.0
O 1.312329 0.656866 -1.794138 0.0 0.0 -0.1
C -2.023248 1.253013 2.486112 0.0 0.1 0.1
C -3.379430 1.181609 2.569814 0.0 0.0 0.0
C -4.062244 -0.006463 2.214032 0.1 -0.1 0.0
C -5.466935 -0.108768 2.295000 0.1 0.2 0.0
H -9.057870 -2.409013 1.821298 -0.1 0.0 0.0
H -5.862926 -3.300686 1.240717 -0.1 0.0 0.0
H -3.431593 -3.171871 1.083018 0.0 0.0 0.0
H -1.332790 -1.873049 1.348996 0.0 0.0 0.0
H 0.118882 0.433464 -0.020446 0.1 0.0 -0.1
H 3.008330 0.266336 2.316065 -0.1 0.0 0.0
H 5.331322 0.448237 1.382212 0.0 0.0 0.0
H 5.616383 0.732364 -1.063850 0.0 0.0 0.0
H 2.829900 0.891038 -3.354529 -0.1 0.0 0.1
H 5.521238 -0.473354 -2.954499 0.0 0.1 0.0
H 4.013185 -1.203487 -3.498019 0.0 0.0 0.0
H 5.754981 -0.404947 -5.350751 0.0 0.0 0.0
H 4.063380 0.053842 -5.580699 0.0 0.0 0.0
H 3.827404 3.000053 -3.312688 0.0 0.0 0.0
H 5.264660 2.445447 -2.461433 0.0 0.0 0.0
H -1.510885 2.161225 2.777644 0.1 0.0 0.0
H -3.949247 2.035099 2.916152 0.0 0.0 0.0
H -6.048047 0.739968 2.632569 0.0 0.0 0.0


# 2
46
Properties=species:S:1:pos:R:3:forces:R:3 method="wB97M-V/def2-TZVPD" charge=0 relative_energy_kj_mol=1.03 spin_multiplicity=1 homo_energy_ev=-8.27
O -8.287982 -2.410038 -0.007213 0.0 0.0 -0.1
C -7.542257 -3.297663 -0.331217 0.0 -0.1 0.2
O -7.991165 -4.520446 -0.684387 0.0 0.0 -0.1
C -6.057392 -3.198620 -0.357798 0.0 0.0 0.0
C -5.242624 -4.294612 -0.736867 0.0 0.0 0.0
C -3.886504 -4.159686 -0.747722 0.0 0.0 0.0
C -3.274733 -2.932729 -0.383763 0.0 0.0 0.0
C -1.870608 -2.769581 -0.386619 0.0 0.0 0.0
C -1.295496 -1.577147 -0.040497 0.0 0.0 0.0
C 0.206810 -1.516762 -0.077387 0.0 0.0 0.0
O 0.882856 -2.518748 -0.222587 0.0 0.0 0.0
N 0.747071 -0.272683 0.059203 0.0 0.0 0.0
C 2.098346 0.061613 0.084167 0.0 0.0 0.0
C 3.162935 -0.775537 -0.015970 0.0 0.0 0.0
C 4.476243 -0.233200 0.037215 0.0 0.0 0.0
C 4.648098 1.095344 0.184365 -0.1 0.0 0.0
N 3.577724 1.948469 0.286564 0.0 0.0 0.0
C 3.807399 3.392847 0.433315 0.0 -0.1 0.0
C 4.567949 4.008268 -0.736430 0.0 0.0 0.0
C 4.822427 5.448113 -0.324733 0.0 0.0 0.0
S 5.293964 5.385273 1.439269 0.0 0.0 0.0
C 4.566898 3.738256 1.715720 0.0 0.0 0.0
C 2.271876 1.502744 0.240653 0.0 0.0 0.0
O 1.309955 2.267981 0.325919 0.0 0.0 0.0
C -2.117137 -0.487436 0.347947 0.0 0.0 0.0
C -3.473838 -0.619824 0.362752 0.0 0.0 0.0
C -4.089724 -1.842069 -0.006136 0.0 0.0 0.0
C -5.493436 -2.003931 -0.001147 0.0 0.0 0.0
H -8.956035 -4.485130 -0.624488 0.0 0.0 0.0
H -5.707557 -5.229325 -1.014294 0.0 0.0 0.0
H -3.254887 -4.990886 -1.035431 0.0 0.0 0.0
H -1.228123 -3.594789 -0.666125 0.0 0.0 0.0
H 0.155405 0.543523 0.128692 0.0 0.0 0.0
H 3.002755 -1.835005 -0.134128 0.0 0.0 0.0
H 5.338550 -0.877923 -0.039664 0.0 0.0 0.0
H 5.622785 1.557374 0.230487 0.0 0.0 0.0
H 2.812321 3.830540 0.478920 0.0 0.0 0.0
H 5.517681 3.490518 -0.889312 0.0 0.0 0.0
H 3.987607 3.943186 -1.657978 0.0 0.0 0.0
H 5.633132 5.908382 -0.885262 0.0 0.0 0.0
H 3.925841 6.055167 -0.445525 0.0 0.0 0.0
H 3.896397 3.761589 2.572567 0.0 0.0 0.0
H 5.360194 3.018808 1.916349 0.0 0.0 0.0
H -1.687778 0.456324 0.658002 0.0 0.0 0.0
H -4.099976 0.210439 0.664880 0.0 0.0 0.0
H -6.135982 -1.181007 0.285692 0.0 0.0 0.0


# 3
47
Properties=species:S:1:pos:R:3:forces:R:3 method="wB97M-V/def2-TZVPD" charge=0 relative_energy_kj_mol=62.50 spin_multiplicity=1 homo_energy_ev=-8.69
C 2.948275 0.149908 0.359099 -0.2 0.1 0.1
C 1.771714 0.238501 1.324007 0.5 -0.2 0.1
N 0.886314 1.331615 0.964433 0.1 0.4 0.3
N -0.131813 1.005985 0.198832 -0.8 -0.1 -0.6
C -0.996812 1.894379 -0.179531 0.5 -0.2 0.3
C -2.115361 1.361617 -1.003783 -0.3 0.0 0.0
O -3.228973 1.819948 -1.047547 0.2 0.0 0.1
O -1.705494 0.294347 -1.694299 0.2 -0.2 -0.2
C -2.682313 -0.465672 -2.389243 -0.7 0.0 -0.3
C -2.973276 -1.804244 -1.700707 0.1 0.4 -0.1
O -4.085807 -2.274928 -1.746777 0.0 0.1 0.0
C -1.852208 -2.463601 -1.008926 0.3 -0.5 0.3
C -2.156352 -3.408784 -0.023696 0.0 0.2 -0.1
C -1.153265 -4.048078 0.667438 0.2 0.0 0.0
C 0.181656 -3.783122 0.371815 -0.1 0.2 -0.1
C 0.493410 -2.883034 -0.656354 -0.1 -0.2 0.0
C -0.519341 -2.214868 -1.324603 -0.1 -0.2 0.2
O 1.789684 -2.646404 -1.037798 -0.2 0.3 0.0
C 2.696180 -3.616910 -0.563889 0.2 -0.4 0.4
C 2.443047 -3.896787 0.916275 0.4 0.3 -0.3
O 1.144080 -4.419184 1.098893 -0.4 -0.1 -0.1
C -0.897042 3.279203 0.207064 0.3 0.2 0.3
C -1.803660 4.276607 -0.171116 -0.1 0.0 -0.1
C -1.610889 5.575099 0.243627 0.0 -0.1 0.0
C -0.516699 5.916905 1.037277 0.1 0.0 0.1
C 0.386708 4.950916 1.417397 0.0 -0.1 0.0
C 0.207569 3.628144 1.008322 -0.4 0.1 -0.2
C 1.173256 2.611410 1.424328 0.0 0.0 0.0
O 2.150912 2.812684 2.119128 0.1 0.1 0.0
H 3.631195 -0.632422 0.679130 0.1 -0.1 0.0
H 3.487548 1.093749 0.346463 0.1 0.1 0.0
H 2.595333 -0.079997 -0.642981 0.0 0.0 -0.1
H 1.173331 -0.673616 1.293731 0.0 0.1 0.1
H 2.130265 0.429781 2.338394 -0.1 -0.1 -0.1
H -3.618283 0.099180 -2.464235 0.2 -0.2 0.0
H -2.296672 -0.664055 -3.394898 0.0 0.1 0.1
H -3.192950 -3.611760 0.195150 -0.1 0.0 0.0
H -1.369945 -4.760354 1.447200 0.0 -0.1 0.1
H -0.236861 -1.522176 -2.098159 0.1 0.1 -0.1
H 3.696237 -3.213014 -0.726227 0.0 -0.1 0.0
H 2.578547 -4.549674 -1.132419 0.0 0.1 0.0
H 3.134606 -4.646237 1.303779 0.0 0.1 0.0
H 2.551790 -2.964858 1.487288 0.0 -0.1 0.0
H -2.655198 4.012234 -0.776453 -0.1 0.0 0.0
H -2.315579 6.339013 -0.049557 -0.1 0.0 0.0
H -0.380624 6.940375 1.352682 0.0 0.1 0.0
H 1.243759 5.182182 2.031448 0.1 0.0 0.0


# 4
49
Properties=species:S:1:pos:R:3:forces:R:3 method="wB97M-V/def2-TZVPD" charge=+3 relative_energy_kj_mol=166.21 spin_multiplicity=1 homo_energy_ev="-16.28 / -16.28"
Ta 0.851482 -0.740231 -0.223256 2.8 -2.5 -2.8
O 0.506200 2.688962 -4.736455 -0.5 -0.5 -0.8
C 1.068782 3.340084 -3.761618 0.5 0.4 1.0
C 1.454290 4.672155 -4.021262 -0.2 -0.3 -0.1
C 2.053909 5.437485 -3.054052 -0.1 -0.4 -0.1
C 2.308704 4.904412 -1.772974 0.0 -0.6 0.4
C 1.988652 3.601561 -1.494201 0.2 0.8 0.1
C 1.333634 2.784372 -2.450762 -0.1 -0.6 0.0
C 0.943231 1.471909 -2.075115 -0.7 1.3 -2.8
O 1.270352 0.950411 -0.891646 0.0 -0.7 2.2
N 0.205050 0.677144 -2.845641 0.2 0.9 -0.6
N -0.071580 -0.469548 -2.254545 -0.1 -1.0 1.4
C -0.819753 -1.405488 -2.771289 0.4 0.8 0.0
C -0.962269 -2.593353 -1.976947 -0.4 -1.0 0.1
C -1.703046 -3.698740 -2.412344 0.4 0.8 0.1
C -1.726140 -4.846126 -1.638796 0.2 -0.1 0.4
C -1.009711 -4.867932 -0.442346 -0.1 0.1 -0.2
C -0.326671 -3.734764 -0.048151 0.1 -0.1 0.4
N -0.296777 -2.605017 -0.779355 0.4 1.1 -0.3
H 0.261401 1.767455 -4.536442 0.1 0.3 0.2
H 1.252456 5.056865 -5.011010 0.0 0.0 0.0
H 2.349975 6.452891 -3.268676 0.0 0.1 -0.1
H 2.753210 5.531387 -1.013567 0.1 -0.1 0.0
H 2.208763 3.184734 -0.522752 0.0 0.1 0.1
H -1.286049 -1.318740 -3.748786 0.1 0.2 0.0
H -2.241340 -3.645849 -3.349530 0.0 0.0 0.0
H -2.289257 -5.712660 -1.953887 0.0 -0.1 -0.1
H -0.982381 -5.750697 0.178793 0.0 0.0 0.0
H 0.227348 -3.728190 0.883188 0.0 0.0 0.0
O 2.703266 -1.818215 -1.271553 -3.0 0.6 0.0
N 3.557452 -1.550334 -0.442606 2.9 -0.7 -0.3
O 3.193608 -0.939336 0.539592 -2.7 0.9 0.6
C 1.162693 -1.649994 3.709123 0.4 -0.2 -0.2
C 0.180869 -0.957400 2.846292 -1.1 0.5 2.5
O 0.399353 -0.996191 1.564837 -0.1 0.4 -0.5
C -0.950795 -0.269096 3.354062 0.4 -0.2 -0.7
C -1.282690 -0.312715 4.735191 0.1 0.0 0.0
C -2.378802 0.371044 5.204404 0.1 -0.1 0.1
C -3.169072 1.117816 4.333279 0.2 -0.2 0.0
C -2.860137 1.179717 2.969828 0.1 0.0 -0.3
C -1.778590 0.491900 2.481390 0.0 0.1 -0.1
H 2.008306 -2.019685 3.126527 -0.1 0.0 0.1
H 0.699848 -2.491026 4.235082 -0.1 0.0 -0.1
H 1.532029 -0.976524 4.487315 0.0 0.0 -0.1
H -0.685530 -0.891454 5.420489 0.1 -0.1 0.1
H -2.623987 0.328202 6.253334 0.0 0.0 0.1
H -4.025409 1.653624 4.713320 -0.1 0.1 0.0
H -3.475251 1.774270 2.312947 0.0 0.0 -0.1
H -1.529628 0.550905 1.420573 -0.2 0.1 0.2


# 5
51
Properties=species:S:1:pos:R:3:forces:R:3 method="wB97M-V/def2-TZVPD" charge=0 spin_multiplicity=1 homo_energy_ev=-8.10
F -4.861948 -1.233993 3.940709 0.2 0.4 0.7
C -4.425432 -0.364190 4.902488 0.0 0.0 -0.2
C -4.290267 -0.814465 6.214665 0.0 0.2 0.2
C -3.848501 0.123630 7.154759 0.2 -0.6 0.1
F -3.687825 -0.302850 8.453640 -0.3 0.4 -1.0
C -3.504277 1.427108 6.825448 0.0 0.1 -0.6
C -3.589499 1.828381 5.470727 -1.5 -2.0 0.8
C -3.242678 3.141028 5.053415 0.1 1.2 -1.3
C -3.394890 3.519734 3.764940 0.7 -0.5 1.0
C -2.911040 4.845211 3.359707 0.6 1.0 -0.2
C -2.764082 5.215639 1.922240 0.7 0.9 0.1
C -1.692034 5.997082 1.457678 -0.3 -0.9 -0.5
C -1.628731 6.212677 0.079209 0.6 0.5 0.0
F -0.525744 6.856893 -0.436958 -0.9 -0.4 0.4
C -2.618096 5.823768 -0.814987 -0.4 -0.2 0.7
C -3.746805 5.219613 -0.241876 0.0 0.6 -0.6
F -4.797416 4.917719 -1.057584 0.5 0.2 0.4
C -3.857040 4.994021 1.112043 -0.6 -1.0 -0.5
C -4.111817 0.924620 4.514132 0.3 -0.4 0.8
H -4.530543 -1.842805 6.487453 0.1 0.4 0.0
H -3.185842 2.149486 7.581333 0.0 -0.4 -0.2
H -2.870507 3.850303 5.806102 0.2 -0.4 -0.5
H -4.008082 2.978030 3.033739 0.6 0.0 0.3
H -2.078303 5.243335 3.967181 -0.6 -0.3 -0.2
H -3.821601 5.339768 3.555547 -1.0 1.8 1.0
H -0.957436 6.389398 2.156113 0.1 -0.2 -0.3
H -2.568867 6.054212 -1.871441 0.1 -0.1 0.1
H -4.779743 4.622704 1.576734 0.4 0.0 -0.6
H -4.235775 1.223521 3.484439 0.0 -0.3 0.1
C -7.107592 5.084276 7.154362 -0.4 -0.5 0.0
C -5.904048 5.756418 6.566254 1.3 -0.2 0.2
O -4.733410 5.442225 6.703379 -2.2 0.7 -0.3
O -6.325678 6.822536 5.787144 0.4 -0.2 0.7
B -5.501837 7.898707 5.560801 0.1 -1.5 -0.6
O -5.596509 8.552397 4.378206 -0.4 0.3 -0.7
C -5.999147 7.918293 3.226274 0.1 -1.3 -0.1
C -6.605440 8.921472 2.299110 -0.1 0.4 -0.6
O -5.854037 6.724312 3.051227 -0.2 1.9 0.1
O -4.581121 8.289753 6.458698 1.0 0.4 0.1
C -3.309558 8.674996 6.008328 -0.2 -0.9 -1.2
C -2.800110 9.637618 7.018659 0.6 0.4 0.4
O -2.822559 8.229481 4.984483 -0.8 1.0 2.2
H -7.992367 5.386541 6.572945 0.3 -0.2 0.3
H -6.995518 3.985855 7.113080 0.0 0.6 0.2
H -7.249572 5.402130 8.207855 0.2 -0.2 -0.6
H -6.299032 9.925625 2.614918 -0.1 -0.3 -0.2
H -6.284632 8.746175 1.258682 -0.2 -0.1 0.5
H -7.709284 8.872015 2.355655 0.5 -0.1 0.0
H -3.316413 9.425492 7.962745 0.3 0.2 -0.2
H -1.716639 9.561830 7.146474 -0.2 0.1 -0.1
H -3.060977 10.666881 6.718795 0.1 -0.4 0.0


Number 1: largest force on an atom 0.3 eV/A. Number 2: largest force on an atom 0.2 eV/A. Number 3: largest force on an atom 1.0 eV/A. Number 4: largest force on an atom 4.7 eV/A. Number 5: largest force on an atom 2.6 eV/A.